Record 1
# C38H51HfN3O2P2S

A structure of composition C38H51HfN3O2P2S (ωB97M-V/def2-TZVPD, OMol25).

ORCA input file:
```
! RIJCOSX wB97M-V def2-TZVPD def2/J DEFGRID3
* xyz 2 1
C -1.418 0.724 -4.677
C 1.436 -2.585 -0.536
H -0.482 0.607 -5.224
N -1.223 0.691 1.063
H -1.646 2.187 -0.338
H 3.201 5.331 4.953
C 1.756 -1.187 -2.561
H 1.450 4.564 2.238
C 3.073 -4.023 0.518
C -1.437 0.312 2.472
C 1.556 1.314 3.126
C 0.695 3.408 -3.991
H -1.742 1.764 -4.731
C 2.454 -5.787 2.216
C -2.784 0.704 3.031
P 0.179 1.047 -2.357
H -4.027 -2.881 -1.147
C 1.869 3.846 4.219
H 3.941 -2.319 -4.899
H 3.135 0.487 -6.900
H 0.348 2.846 -4.856
H 2.188 2.808 6.074
H 1.581 -6.373 2.497
C 0.790 -4.217 1.160
H 1.180 2.331 1.263
H -2.515 0.036 -1.432
H -4.395 2.049 2.940
H -3.498 3.211 0.888
H -0.702 0.842 3.093
C 1.407 2.435 2.310
H -3.395 -0.073 -2.962
C -2.982 2.350 1.285
C -3.464 1.716 2.502
H -3.887 -2.766 1.286
C -3.188 -3.332 -1.679
C 0.133 2.881 -2.670
C -2.702 -4.981 0.205
H 0.756 -2.162 2.940
H 1.837 3.195 -1.348
H 2.733 -3.062 -2.929
H -3.101 -5.783 -0.418
C 1.978 2.705 5.017
C 2.093 -4.670 1.278
C 1.556 3.689 2.867
H -1.331 -4.336 -1.301
C -1.868 -2.271 1.900
H 0.893 4.645 -1.676
S 1.670 -0.279 2.374
C -3.369 -1.972 1.820
C 2.609 -2.041 -3.261
C -2.584 0.444 -2.447
H -1.727 -3.217 2.431
C -2.144 -3.903 -0.713
H -1.011 -0.802 -3.229
H 0.015 -4.682 1.762
H 2.903 -5.384 3.126
C -1.280 0.261 -3.231
C 2.217 0.495 -4.262
O 2.755 -1.019 2.914
H -3.104 0.190 3.929
H -2.740 -2.575 -2.325
C 0.449 -3.180 0.289
C 2.762 -3.008 -0.360
H 1.964 0.558 5.096
H 0.265 3.446 -0.552
C 1.841 1.441 4.481
H -1.291 -1.358 3.759
H -3.559 -1.033 1.302
C 2.129 5.207 4.785
H 4.522 0.937 -5.916
C 3.114 -0.342 -4.914
H 1.784 3.424 -3.970
C -1.086 -1.171 2.701
H 1.633 5.341 5.745
Hf 0.067 -0.312 -0.131
H 1.810 5.989 4.100
N 1.033 -1.559 -1.416
H 3.188 -6.449 1.758
C 3.835 0.121 -6.148
H 3.552 -2.521 -0.915
H 4.106 -4.329 0.628
C 1.539 0.099 -3.113
H 0.351 4.435 -4.112
N 0.376 -1.352 2.457
C -1.956 1.799 0.626
H -3.581 -4.124 -2.317
H -3.518 -4.625 0.831
H -2.872 1.494 -2.376
H -3.813 -1.911 2.812
O 1.748 -0.010 0.903
H -1.931 -5.415 0.843
C 0.821 3.574 -1.483
H -0.939 3.104 -2.643
H 2.047 1.481 -4.671
C 3.278 -1.623 -4.399
H 4.414 -0.686 -6.593
P -1.248 -2.503 0.147
H -2.172 0.116 -5.180
*
```

Summary:
E_HOMO = -12.321 eV
energy relative to the best compared isomer or geometry (same formula, charge and spin) = 258.68 kJ/mol
energy = -79506.21368 eV
Kohn-Sham gap = 6.83 eV


Record 2
# C38H52BN12SV

A structure of composition C38H52BN12SV (ωB97M-V/def2-TZVPD, OMol25).

ORCA input file:
```
! RIJCOSX wB97M-V def2-TZVPD def2/J DEFGRID3
* xyz 1 4
H -1.015 -2.355 3.214
H 4.400 2.247 -1.457
H 0.504 -5.726 2.833
H -2.686 -0.967 1.800
C 3.310 -2.206 0.725
N 1.422 -1.535 -2.205
C -0.818 -4.449 0.169
C 1.272 -2.435 -3.189
H -2.940 -3.938 0.545
C -0.337 1.781 4.183
H -1.312 -4.072 2.904
C -3.077 -0.781 -2.277
H -0.987 3.327 -2.744
H -1.510 2.079 -1.608
H -3.824 -1.559 0.604
N 2.742 -1.179 -2.185
H 2.712 -3.310 -4.644
C -1.759 1.188 -5.221
C 2.457 3.342 -1.267
C -0.044 -3.096 -3.481
C 1.193 2.776 -1.051
N 2.641 1.144 -1.132
B 3.254 -0.284 -1.015
C 3.328 2.278 -1.315
H -2.130 3.720 -1.455
H 1.038 0.789 -3.412
N -0.907 0.672 2.139
C -1.243 3.128 -1.700
H 0.735 -4.978 -4.229
H -0.809 5.528 -0.504
H 0.219 -1.354 2.070
H -2.737 2.161 0.188
H 0.887 5.325 -0.070
H 1.176 -5.147 4.356
H 1.453 -2.896 3.488
C -0.417 1.277 -4.883
N 2.729 -1.012 0.275
S 1.919 3.119 1.759
H -4.567 -0.099 -0.843
C 0.467 -4.274 0.506
C -1.783 -2.205 0.397
C 1.206 -5.013 3.272
H -1.063 -5.370 -0.356
H 0.304 1.774 -5.519
H 0.742 0.170 3.267
V 0.133 -0.426 -1.034
C -2.813 -1.169 0.740
H -0.862 -5.107 -3.485
H -3.137 3.083 2.810
H 2.703 4.389 -1.356
C 3.396 -1.829 -3.148
H 3.135 -4.088 1.554
C -0.096 3.509 -0.764
H 0.045 -3.082 -5.650
H -1.599 -3.089 -5.000
C 0.566 -1.787 1.134
C 2.500 -2.642 -3.822
C -2.131 -0.057 -3.198
H -2.600 -1.662 -1.850
C -0.003 0.720 -3.698
H -0.684 -3.549 4.466
H 0.405 5.367 -1.778
H 4.461 -0.229 -1.049
H 4.460 -1.688 -3.275
H 4.382 -2.264 0.590
H 3.824 5.020 1.102
C 0.112 -4.618 -3.405
C 1.084 -3.210 1.412
N 4.085 1.864 0.877
C -0.592 -2.684 -4.853
H 5.173 4.080 0.598
C -2.881 1.289 0.825
C -1.946 -3.524 0.399
C 2.594 -3.204 1.240
N -0.837 0.078 -2.844
C -2.611 0.510 -4.375
H -1.640 3.388 4.777
H 3.532 1.031 0.971
N -2.634 0.110 -0.007
H -3.661 0.398 -4.616
C 3.464 3.041 1.111
H -0.635 -1.599 -4.977
N 4.187 4.138 0.786
N -0.519 -1.654 0.137
C -0.113 0.837 3.199
C -2.266 2.452 2.950
C 0.807 -3.576 2.919
N 1.458 -0.784 0.517
N 1.301 1.439 -0.987
H -3.578 1.173 -1.532
H 1.160 -5.051 0.190
H 2.210 -5.287 2.944
C -1.970 1.458 2.025
C -0.634 -3.365 3.389
H 0.576 -4.925 -2.467
C -1.434 2.618 4.043
H -3.926 1.327 1.162
H -3.929 -1.128 -2.858
C -3.547 0.151 -1.152
H -0.372 3.226 0.257
H -2.130 1.631 -6.139
H 0.334 1.860 5.028
H -0.747 -2.785 -2.703
H 4.958 1.809 0.382
C 0.117 5.020 -0.781
*
```

Summary:
E_HOMO (spin up / spin down) = -9.763 / -9.987 eV
<S²> = 3.788
energy = -95327.22189 eV
Kohn-Sham gap (spin up / spin down) = 7.60 / 7.17 eV


Record 3
# C38H52Cl12F32O7

A structure of composition C38H52Cl12F32O7 (ωB97M-V/def2-TZVPD, OMol25).

ORCA input file:
```
! RIJCOSX wB97M-V def2-TZVPD def2/J DEFGRID3
* xyz 0 1
H -0.535 4.928 -28.822
F -1.812 5.313 -31.016
F 3.484 -1.525 -34.312
C 2.063 10.547 -30.528
F -1.950 6.525 -33.730
H 1.807 0.536 -36.631
H -3.853 4.761 -29.161
H 2.657 3.950 -31.847
H 1.972 8.350 -30.772
F -2.250 -1.421 -33.726
H -0.054 9.019 -30.939
H 2.130 -1.986 -32.958
F -0.713 -4.893 -29.855
C 2.579 9.124 -30.300
H -7.506 3.939 -33.747
F 5.398 -0.036 -31.749
H 2.885 11.228 -30.300
H 5.191 -3.314 -31.257
H -3.518 4.689 -35.998
F -7.765 4.936 -35.458
H -1.445 0.877 -26.759
C -3.053 -2.186 -32.922
Cl -0.371 6.218 -26.290
F -2.240 0.762 -32.745
C 3.721 -3.439 -32.824
H 5.837 2.636 -34.180
H -2.920 6.171 -28.624
H 2.125 0.663 -34.843
C -1.568 2.782 -31.858
H -4.595 7.421 -29.775
F 0.624 1.379 -32.957
C -4.324 5.359 -27.159
Cl -4.880 2.494 -30.362
H -4.213 6.568 -32.758
C -4.997 6.632 -29.136
Cl -2.162 2.830 -27.878
C 4.027 0.254 -29.796
C -1.004 1.834 -27.024
H 0.139 8.499 -26.369
Cl -2.282 8.379 -26.512
H 3.290 4.783 -28.115
H -1.246 3.096 -32.854
C -7.671 4.957 -34.112
F 2.023 -3.175 -34.523
C -6.537 5.891 -33.676
C -4.245 6.334 -33.823
C 4.673 -2.649 -31.949
F 0.671 -3.342 -27.866
O 1.219 9.621 -28.503
F 0.131 -1.560 -29.022
C 3.860 4.698 -27.198
H -0.814 -4.692 -32.161
C -1.073 -3.636 -32.248
C 0.101 5.200 -29.670
H 3.223 9.468 -28.216
C -0.203 -3.666 -30.062
C -5.581 7.156 -27.845
F 2.933 0.766 -30.429
Cl -0.765 9.559 -33.083
H 4.592 2.561 -32.105
C -0.122 8.454 -31.865
F 2.924 -4.230 -32.058
Cl 5.175 3.544 -27.602
C -6.337 2.806 -29.393
H -3.642 5.851 -26.453
H 0.568 0.838 -31.028
C -0.608 4.717 -30.935
H 5.414 -2.200 -32.615
C 3.995 2.688 -33.005
F -4.314 -2.141 -33.408
C -2.753 5.403 -35.680
H -0.748 7.584 -31.698
H 0.012 10.418 -29.957
H -1.213 -2.865 -28.346
H 4.441 3.075 -35.168
H 1.776 10.706 -31.566
H -0.698 2.311 -26.098
C 4.809 -0.683 -30.727
O -5.593 6.004 -27.025
H -5.755 6.113 -29.718
C 2.444 8.964 -28.804
Cl -7.703 3.360 -30.373
C -2.519 -3.608 -32.771
H -0.441 7.973 -27.924
F -2.797 4.502 -33.495
H 1.045 11.655 -29.034
H 2.353 4.093 -33.561
H 3.619 -0.346 -28.975
C -3.907 5.707 -28.617
H -0.429 -3.178 -33.001
F -1.566 4.843 -36.005
Cl 0.429 1.417 -27.997
C 1.401 0.728 -35.645
F -0.069 -0.592 -32.233
C 5.093 4.649 -33.905
C 4.869 3.144 -34.167
Cl 2.805 3.964 -25.970
O -5.313 5.466 -34.157
F -6.505 5.861 -32.316
H 4.960 5.238 -34.817
H -4.427 4.313 -26.879
F 4.791 1.257 -29.352
H -4.270 7.252 -34.415
H -2.997 -1.691 -31.944
H 6.067 4.909 -33.487
F -3.299 -4.301 -31.892
H 3.594 9.044 -30.691
O 3.965 -1.643 -31.238
H 2.492 7.909 -28.524
O -0.743 3.367 -30.887
H -6.578 7.571 -27.981
Cl 0.657 2.350 -35.552
F 0.362 6.521 -29.707
F -6.779 7.152 -34.079
Cl 1.536 7.994 -32.290
F 1.276 4.545 -29.476
C -0.200 -2.837 -28.758
F 4.439 -4.264 -33.623
H -4.954 7.905 -27.347
C 2.808 -2.504 -33.648
H -6.104 3.578 -28.665
F 1.061 -3.807 -30.521
F -2.947 6.530 -36.402
F -1.970 0.822 -30.610
Cl 0.199 -0.543 -35.433
H 4.269 5.637 -26.849
F 0.037 5.059 -32.062
F -8.817 5.378 -33.529
H -2.622 3.011 -31.716
C 3.134 3.914 -32.827
O -0.944 -2.979 -31.004
O 4.090 4.979 -32.942
C 0.947 10.657 -29.453
F -2.609 -4.284 -33.949
H -6.616 1.892 -28.882
C -2.913 5.670 -34.188
C -0.007 0.731 -31.950
C -0.617 7.896 -26.859
H 3.421 1.793 -33.245
F 5.804 -1.233 -30.011
C -1.432 1.277 -31.780
*
```

Summary:
E_HOMO = -9.228 eV
energy = -291808.97784 eV
Kohn-Sham gap = 9.33 eV


Record 4
# C38H54F24O19

A cluster of 9 separate species, C38H54F24O19 in total (ωB97M-V/def2-TZVPD, OMol25).

ORCA input file:
```
! RIJCOSX wB97M-V def2-TZVPD def2/J DEFGRID3
* xyz 0 1
C -5.715 -2.953 8.533
C -8.413 -4.763 0.636
H -1.805 -1.739 1.078
H -3.928 2.118 -9.891
H 13.352 6.278 1.700
H -8.308 -2.607 0.256
C -4.928 -6.087 9.723
C 9.807 -1.093 -4.891
F 0.187 -3.854 4.071
O -5.607 -4.291 8.209
H -5.152 3.496 -11.619
C -4.852 2.655 -9.675
O 0.428 -1.702 -8.699
O 9.248 5.758 0.234
C -5.985 0.855 -6.626
H 11.020 -1.519 -3.159
H -10.422 -1.287 -0.325
H -5.303 -7.065 10.021
H -6.679 -5.891 -1.745
O -5.669 1.968 -8.731
C 6.577 -1.433 -2.967
H -0.183 7.323 -5.391
O -1.067 9.735 -5.489
H -4.722 -7.198 1.150
H -9.876 -1.866 -1.852
H -8.819 -4.703 1.646
C 3.794 1.011 14.065
F -1.760 11.540 -3.537
H 3.638 1.160 11.566
H -6.626 -6.024 8.282
H -5.366 -6.360 -2.642
H 11.637 5.587 -0.760
F 2.304 -3.872 3.857
C 2.702 0.724 11.916
F -5.374 -0.326 -6.370
O 2.724 0.532 13.329
H 0.283 5.127 -4.062
F 0.381 11.612 -3.950
H -1.404 -0.247 0.165
F 5.324 -1.455 -3.493
H 0.791 -0.139 1.528
F 6.669 -2.380 -2.030
F 3.532 -0.350 -9.617
H 9.742 -0.395 -5.726
F -7.213 0.548 -7.126
O -0.383 8.399 -3.650
C -5.073 1.634 -7.550
H -4.638 -5.441 10.552
F 9.530 3.271 2.622
F 6.635 -0.305 -2.298
C -10.476 -2.150 -0.988
H -1.120 -4.525 -7.835
H -0.474 -3.255 -9.841
F 7.763 3.881 1.646
F 3.238 2.449 15.923
H -8.366 -3.546 -1.151
H -7.025 -6.823 1.358
O 1.781 -2.226 -10.504
H -6.003 2.031 -11.362
F -6.000 -1.552 6.671
H 11.041 0.186 -3.488
C -8.773 -3.509 -0.140
O 0.307 -1.833 2.563
C -5.592 -5.923 -1.669
H 0.526 1.097 11.811
H 1.467 6.382 -3.676
C -0.450 7.128 -4.352
H -6.798 -5.094 9.672
O -3.947 2.062 -7.253
O 11.117 4.642 1.100
C -5.100 -6.272 0.717
F 2.368 -0.153 -7.794
H -5.139 -4.935 -1.592
H 1.380 2.493 12.270
H 12.006 7.251 1.256
H -1.453 -2.344 -8.749
H -4.143 -6.196 8.974
H -4.348 -5.493 0.842
F 1.658 0.822 -9.661
C -6.038 -5.394 8.950
F 4.502 0.911 16.355
F -4.163 -2.688 6.684
H -8.897 -5.625 0.175
C -0.100 -0.678 1.852
H 9.849 -2.076 -5.361
O -7.030 -4.910 0.561
C 1.293 -1.913 3.423
C 2.272 -0.266 -9.114
H 1.541 2.014 10.598
F -0.421 10.645 -2.103
C -5.040 -2.035 7.466
C -0.720 9.583 -4.281
F 8.638 5.149 3.080
O -6.344 -2.465 9.498
H -11.526 -2.158 -1.281
C -0.335 -3.779 -7.714
C 11.015 -0.791 -3.970
C 3.436 1.164 15.566
H 13.345 6.988 0.117
H 2.683 -0.233 11.394
C -0.472 -2.811 -8.846
F -6.105 1.437 -5.443
C 12.062 5.279 0.195
C 7.544 -1.611 -4.136
H 0.168 5.929 -2.542
O 4.900 1.305 13.604
H -0.387 -3.285 -6.744
O 8.694 -0.867 -4.018
C -0.603 10.863 -3.419
O 7.255 -2.389 -5.038
F 2.368 0.426 15.967
H 12.806 4.504 0.007
C -5.706 2.949 -10.856
H -0.711 -0.165 2.595
C -6.408 -5.925 1.337
O 2.062 -0.959 3.606
F 1.356 -2.920 5.615
H -0.401 -1.667 -0.020
O -10.132 -3.346 -0.337
C 0.418 6.100 -3.589
C 9.775 4.936 0.975
C -1.001 -1.108 0.698
C 1.527 -1.539 -9.494
H -1.481 6.792 -4.460
F -4.349 -1.003 8.016
H 0.648 -4.235 -7.831
H -4.560 3.627 -9.276
C 1.255 -3.165 4.321
C 1.458 1.627 11.613
H 11.949 -0.872 -4.527
H -6.266 -5.566 2.356
H -6.576 3.539 -10.565
C 8.887 4.292 2.104
O -5.109 -6.709 -0.640
C 12.701 6.513 0.858
*
```

Summary:
E_HOMO = -9.658 eV
SMILES string = CCOC(=O)C(F)(F)F.CCOC(=O)C(F)(F)F.CCOC(=O)C(F)(F)F.CCOC(=O)C(F)(F)F.CCOC(=O)C(F)(F)F.CCOC(=O)C(F)(F)F.CCOC(=O)C(F)(F)F.CCOC(=O)C(F)(F)F.COCCOCCOC
energy = -144400.43729 eV
Kohn-Sham gap = 9.86 eV


Respective largest force on an atom values: 0.0345; 0.0391; 0.1208; 0.1023 hartree/bohr.